No. 1
The following is a quantum chemistry calculation of the molecule CH2Cl2 at a distorted geometry, from the OMol25 dataset.

Calculated values
Total charge: 0
LUMO energy in eV: 0.99
Energy relative to the best compared isomer or geometry (same formula, charge and spin) in kJ/mol: 3.7
E_HOMO in eV: -11.1
Frontier orbital gap in hartree: 0.445
SMILES string: ClCCl

Cartesian coordinates (Å):
Cl1 -1.163 -1.038 0.641
C1 0.125 0.079 0.106
Cl2 0.075 0.319 -1.655
H1 -0.083 1.051 0.527
H2 1.045 -0.412 0.380

No. 2
The following is a quantum chemistry calculation of a 2-piece molecular cluster, C3H9NO overall at a distorted geometry, from the OMol25 dataset.

Calculated values
Total charge: 0
LUMO energy in eV: 0.92
Energy relative to the best compared isomer or geometry (same formula, charge and spin) in kJ/mol: 300.8
E_HOMO in eV: -9.3
Frontier orbital gap in hartree: 0.376
SMILES string: C=CCN.O

Cartesian coordinates (Å):
C1 -1.485 1.141 0.174
C2 -0.587 0.262 0.571
C3 0.846 0.511 0.497
N1 1.519 -0.621 0.132
H1 -2.496 0.720 0.074
H2 -1.351 2.300 0.458
H3 -0.875 -0.607 1.080
H4 1.119 0.918 1.436
H5 1.058 1.297 -0.198
H6 2.329 -1.010 0.720
H7 1.625 -0.742 -0.900
O1 -0.690 -1.482 -1.774
H8 -1.170 -1.106 -0.988
H9 0.157 -1.579 -1.284

No. 3
The following is a quantum chemistry calculation of the molecule C3H6O2 at a distorted geometry, from the OMol25 dataset.

Calculated values
Total charge: 0
LUMO energy in eV: 0.79
Energy relative to the best compared isomer or geometry (same formula, charge and spin) in kJ/mol: 236.4
E_HOMO in eV: -10.6
Frontier orbital gap in hartree: 0.419
SMILES string: COC(C)=O

Cartesian coordinates (Å):
C1 1.768 0.100 0.299
O1 0.736 -0.185 -0.625
C2 -0.509 -0.263 -0.069
C3 -1.111 1.184 0.022
O2 -1.118 -1.261 0.205
H1 2.829 0.018 -0.290
H2 1.777 1.304 0.769
H3 1.649 -0.562 1.150
H4 -0.792 1.789 0.936
H5 -0.872 1.818 -0.747
H6 -2.415 1.074 0.030